The following is a DFT calculation (the ωB97M-V functional and the def2-TZVPD basis) of a cluster of 2 separate species, C12H12BF14S in total.

Calculated values
energy	-62193.3519	eV
E_LUMO	2.184	eV
largest force on an atom	2.7	eV/Å
HOMO-LUMO gap	6.84	eV
HOMO	-4.65	eV
charge	-1

Cartesian coordinates (Å):
S  -0.460  -0.870  -0.257
F  1.207  1.737  0.295
F  0.332  0.005  -2.604
F  -8.371  -1.073  3.165
F  0.213  -2.285  -0.595
F  2.849  1.370  -2.758
F  -1.563  -1.685  0.604
F  4.777  2.486  -1.449
F  0.200  2.208  -1.547
F  -1.409  -1.117  -1.527
F  2.255  3.275  -2.058
F  3.563  3.214  0.158
F  1.847  -0.814  -1.454
F  -1.239  0.460  0.087
F  0.447  -0.814  1.035
C  0.827  -0.019  -1.374
C  1.185  1.452  -1.013
C  -5.781  -0.104  0.833
C  -4.763  -0.969  1.210
C  -4.964  -1.870  2.248
C  5.453  0.217  -0.263
C  -7.004  -0.141  1.489
C  -6.181  -1.903  2.913
C  -7.185  -1.039  2.522
C  3.726  2.141  -0.663
C  2.531  2.003  -1.647
C  4.117  0.903  0.163
B  5.359  -0.752  -1.603
H  5.762  -1.868  -1.299
H  4.301  1.284  1.184
H  3.306  0.174  0.285
H  4.268  -0.783  -2.123
H  -6.355  -2.592  3.730
H  -3.812  -0.949  0.703
H  -4.171  -2.546  2.539
H  6.280  0.941  -0.288
H  5.689  -0.449  0.589
H  -5.623  0.601  0.028
H  6.138  -0.366  -2.467
H  -7.813  0.520  1.204

Just the Mulliken charges please, in e? Sure, here they are: 1.439 -0.294 -0.286 -0.319 -0.322 -0.240 -0.317 -0.336 -0.334 -0.346 -0.353 -0.359 -0.196 -0.311 -0.288 0.483 0.689 -0.473 -0.200 -0.470 -1.041 -0.362 -0.358 0.217 1.058 0.409 -0.419 0.413 -0.246 0.342 0.003 -0.309 0.398 0.388 0.390 0.190 0.243 0.375 -0.260 0.403